# 1
C4H7Cl2O3P | ωB97M-V with the def2-TZVPD basis set

Geometry (Å):
C: -0.22423 -1.59286 1.28459
C: 0.90438 -0.65390 0.70860
C: -0.22182 0.92649 -1.19943
C: 0.37926 0.16545 -0.41592
O: -2.68870 0.21756 0.01421
O: -1.40598 1.99496 1.27732
O: -2.42722 2.62025 -1.01669
P: -2.01454 1.52489 -0.10441
Cl: 6.50549 -6.33366 -6.11068
Cl: 0.84492 3.40305 0.61716
H: -1.08817 -0.91656 1.23156
H: 0.03091 -1.81356 2.37214
H: -0.32526 -2.52515 0.72256
H: 1.62304 -1.40722 0.19306
H: 1.29945 0.10360 1.34992
H: -0.45540 1.47810 -2.00785
H: -0.73615 2.80856 1.08385

Values from the calculation:
Charge: -2
Strongest force on any atom: 5.7 eV/A
E: -1644.1900 Ha
Molecular weight: 205.0 g/mol
Frontier orbital gap: 0.2507 Ha
Energy relative to the best compared isomer or geometry (same formula, charge and spin): 38.0 kcal per mole

=====

# 2
C4H3AlO | ωB97M-V with the def2-TZVPD basis set

Geometry (Å):
C: -1.14496 0.14559 -0.37121
C: -2.47390 0.37977 -0.80649
C: -2.22241 0.10198 0.47769
H: -3.07878 0.74619 -1.63706
C: 0.51438 3.12276 0.72187
O: 1.07701 2.33413 -0.03548
Al: 0.58039 0.79071 -0.55319
H: 0.04284 2.74592 1.64795
H: 0.67258 4.20609 0.59663

Values from the calculation:
Spin multiplicity: 2
Charge: +3
Strongest force on any atom: 3.8 eV/A
E: -470.2782 Ha
Molecular weight: 94.0 g/mol
Expectation value of S²: 0.7550
Frontier orbital gap (alpha / beta): 0.3175 / 0.3669 Ha
Energy relative to the best compared isomer or geometry (same formula, charge and spin): 10.0 kcal per mole

=====

# 3
C42H36N6OP2PtS2 | ωB97M-V with the def2-TZVPD basis set

Geometry (Å):
Pt: 0.75329 -0.76069 -0.01849
O: -1.35606 3.79888 1.29368
S: -0.54907 2.56698 0.96593
C: 0.21477 2.10956 2.58142
C: 0.64769 3.18558 3.29123
C: 1.27643 3.02770 4.56748
C: 1.45015 1.70561 5.03474
C: 0.94243 0.58954 4.25971
C: 0.28100 0.81837 3.05214
P: -0.33749 -0.51202 2.04242
C: -0.00484 -1.95870 3.05010
C: 1.24578 -2.62469 3.04732
C: 1.54265 -3.51418 4.02049
C: 0.71694 -3.79173 5.12770
C: -0.49761 -3.15670 5.12759
C: -0.85851 -2.25383 4.09345
C: -2.15181 -0.39793 1.96962
C: -2.86857 -1.58539 1.61046
C: -4.23496 -1.55825 1.67697
C: -4.92032 -0.39009 2.11200
C: -4.22252 0.72655 2.46082
C: -2.82366 0.73392 2.39616
C: 0.85865 2.95590 -0.07038
C: 1.66870 4.03175 0.23243
C: 2.51392 4.56808 -0.76995
C: 2.43230 4.09478 -2.05535
C: 1.64446 2.95342 -2.31445
C: 0.84659 2.31513 -1.34718
P: -0.02260 0.80728 -1.62839
C: 0.20269 0.39712 -3.34470
C: 1.39306 -0.09868 -3.81694
C: 1.52255 -0.45838 -5.15482
C: 0.43551 -0.39760 -5.98619
C: -0.81214 -0.05427 -5.53280
C: -0.88733 0.46744 -4.24021
C: -1.75382 1.13266 -1.49350
C: -2.56832 0.00977 -1.35866
C: -3.94017 0.20381 -1.30891
C: -4.50422 1.51964 -1.32788
C: -3.67039 2.55423 -1.59507
C: -2.30727 2.38331 -1.64999
H: 0.75911 4.18868 2.90719
H: 1.56422 3.83970 5.20835
H: 2.03189 1.51647 5.93053
H: 1.05717 -0.42021 4.57091
H: 2.03132 -2.29467 2.36072
H: 2.60835 -3.92343 4.02134
H: 1.09206 -4.40273 5.95126
H: -1.18352 -3.25423 5.99509
H: -1.79372 -1.67230 4.21200
H: -2.26521 -2.57010 1.47678
H: -4.80378 -2.46585 1.50773
H: -6.01498 -0.49886 2.27090
H: -4.68002 1.60850 2.89512
H: -2.37712 1.61989 2.76701
H: 1.70617 4.49750 1.23267
H: 3.25081 5.29067 -0.54948
H: 3.09050 4.42288 -2.84701
H: 1.65217 2.50163 -3.33664
H: 2.22745 -0.28054 -3.17480
H: 2.44748 -0.88785 -5.51835
H: 0.45902 -0.79647 -6.98894
H: -1.63562 -0.09332 -6.24510
H: -1.81207 0.81306 -3.86273
H: -2.23901 -0.97973 -1.11289
H: -4.61211 -0.61588 -1.11429
H: -5.56830 1.77358 -1.16086
H: -3.90810 3.62030 -1.65500
H: -1.71031 3.19316 -1.86671
N: 5.36336 2.03908 -1.60632
N: 4.43376 1.45420 -0.75623
N: 4.46064 1.69571 0.53478
C: 3.39837 0.95446 0.97325
N: 2.78188 0.38172 -0.02661
N: 3.48008 0.67210 -1.15230
H: 6.31306 1.90963 -1.35827
H: 5.13538 3.01838 -1.55746
H: 2.96254 0.99416 1.97614
S: 0.25695 -3.14495 0.24806
C: 0.35385 -3.85880 -1.32023
N: 0.26720 -3.07231 -2.43324
C: 0.24130 -3.65547 -3.66220
C: 0.14951 -4.99511 -3.82316
C: 0.30857 -5.81939 -2.65956
C: 0.46584 -5.23558 -1.39802
H: 0.13108 -2.06243 -2.37023
H: 0.15879 -2.94933 -4.48080
H: 0.04625 -5.47301 -4.73956
H: 0.17445 -6.87316 -2.78121
H: 0.44538 -5.85361 -0.48162

Values from the calculation:
Spin multiplicity: 3
Charge: +2
Strongest force on any atom: 3.4 eV/A
E: -3623.6388 Ha
Molecular weight: 962.0 g/mol
Expectation value of S²: 2.0084
Frontier orbital gap (alpha / beta): 0.2690 / 0.2300 Ha
Energy relative to the best compared isomer or geometry (same formula, charge and spin): 48.5 kcal per mole

=====

# 4
C4H6O2 | ωB97M-V with the def2-TZVPD basis set

Geometry (Å):
O: 2.43007 -0.54719 -0.21220
C: 1.68613 0.10178 0.47938
C: 0.24010 0.37480 0.07873
C: -0.39242 -0.71188 -0.79499
C: -1.87566 0.53549 1.08193
O: -0.58689 0.43836 1.27187
H: 2.03078 0.56766 1.42486
H: 0.22875 1.37115 -0.39153
H: 0.19743 -1.62560 -0.79234
H: -0.57334 -0.37937 -1.81683
H: -1.35558 -0.97974 -0.34073
H: -2.02937 0.85453 0.01186

Values from the calculation:
Strongest force on any atom: 1.1 eV/A
E: -306.3438 Ha
Molecular weight: 86.1 g/mol
Frontier orbital gap: 0.3323 Ha
Energy relative to the best compared isomer or geometry (same formula, charge and spin): 102.0 kcal per mole